Molecular formula: C28H77AlF2N8O11S2
Method: DFT, the ωB97M-V functional and the def2-TZVPD basis

- 2S+1 = 1
- total charge = +2
- strongest force on any atom (eV Å⁻¹) = 7.56
- energy relative to the best compared isomer or geometry (same formula, charge and spin) (eV) = 2.540

Element x y z (Å)
Al -1.49 -0.46 -3.52
N -0.53 -0.68 -0.85
S 0.70 -0.13 -0.08
O 1.91 -0.92 -0.12
O 0.51 0.75 1.05
F 1.02 0.95 -1.24
S -1.14 -1.50 0.49
O -2.28 -0.91 1.16
O -0.24 -2.32 1.30
F -1.93 -2.56 -0.43
C -4.17 -1.43 8.07
C -2.80 -1.83 7.58
C -2.53 -1.45 6.10
O -1.26 -1.88 5.68
C -0.90 -1.30 4.44
N -1.83 -1.10 8.39
H -4.31 -1.90 9.05
H -4.88 -1.90 7.39
H -4.32 -0.35 8.07
H -2.63 -2.89 7.78
H -2.59 -0.36 6.01
H -3.32 -1.84 5.44
H 0.16 -1.49 4.32
H -1.09 -0.22 4.45
H -1.43 -1.71 3.57
H -0.93 -1.21 7.93
H -2.01 -0.10 8.44
C -5.83 -0.21 -0.07
C -4.94 -1.16 -0.86
C -5.85 -2.14 -1.59
O -5.14 -3.29 -2.01
C -5.99 -4.39 -2.35
N -4.15 -0.34 -1.84
H -6.31 0.63 -0.58
H -5.24 0.20 0.76
H -6.60 -0.76 0.48
H -4.32 -1.67 -0.14
H -6.22 -1.61 -2.49
H -6.78 -2.39 -1.08
H -6.50 -4.15 -3.29
H -6.67 -4.60 -1.53
H -5.41 -5.28 -2.55
H -4.81 -0.05 -2.56
H -3.96 0.50 -1.30
C -1.56 -4.09 -5.56
C -2.44 -4.09 -4.33
C -1.68 -4.36 -3.02
O -0.73 -3.33 -2.78
C 0.31 -3.75 -1.91
N -3.17 -2.80 -4.28
H -1.23 -5.11 -5.81
H -0.67 -3.48 -5.41
H -2.06 -3.82 -6.49
H -3.21 -4.87 -4.41
H -1.16 -5.31 -3.18
H -2.44 -4.55 -2.26
H 0.12 -4.08 -0.89
H 0.93 -2.86 -1.74
H 0.98 -4.44 -2.42
H -3.76 -2.86 -3.44
H -3.86 -2.77 -5.03
C 0.33 4.32 -4.33
C 0.09 2.99 -3.67
C -0.99 3.22 -2.59
O -1.35 2.00 -1.97
C -2.18 2.22 -0.83
N -0.38 2.02 -4.66
H 1.04 4.28 -5.16
H 0.74 5.02 -3.60
H -0.60 4.75 -4.71
H 0.96 2.58 -3.16
H -1.90 3.64 -3.03
H -0.55 3.89 -1.85
H -2.91 3.01 -1.01
H -1.53 2.44 0.01
H -2.82 1.39 -0.55
H -1.08 2.46 -5.26
H 0.38 1.85 -5.31
C 5.00 3.63 -0.68
C 5.92 2.42 -0.63
C 5.20 1.11 -0.93
O 5.99 -0.04 -0.65
C 5.25 -1.23 -0.88
N 7.13 2.73 -1.41
H 4.50 3.86 -1.62
H 5.60 4.52 -0.51
H 4.30 3.49 0.13
H 6.23 2.29 0.42
H 4.80 1.17 -1.95
H 4.31 1.03 -0.30
H 4.22 -1.17 -0.50
H 5.74 -2.13 -0.52
H 5.09 -1.29 -1.96
H 7.83 2.02 -1.21
H 7.43 3.61 -1.01
C 3.36 -5.06 3.59
C 2.41 -3.98 3.08
C 3.12 -2.76 2.47
O 4.08 -2.31 3.38
C 4.88 -1.29 2.83
N 1.38 -4.52 2.23
H 4.11 -5.27 2.82
H 2.87 -5.99 3.87
H 3.91 -4.67 4.44
H 1.91 -3.55 3.97
H 2.43 -1.94 2.24
H 3.60 -3.05 1.52
H 4.30 -0.39 2.60
H 5.38 -1.64 1.92
H 5.67 -1.05 3.54
H 0.80 -5.20 2.71
H 0.76 -3.80 1.84
C 3.18 7.34 -0.77
C 1.81 6.99 -1.32
C 1.03 6.10 -0.32
O 1.76 4.88 -0.27
C 1.18 3.92 0.60
N 1.12 8.29 -1.53
H 3.12 7.53 0.31
H 3.58 8.24 -1.23
H 3.98 6.59 -0.82
H 1.89 6.45 -2.26
H 0.05 5.82 -0.74
H 0.96 6.64 0.63
H 1.52 4.17 1.61
H 1.57 2.92 0.40
H 0.09 3.85 0.57
H 0.90 8.56 -0.58
H 0.18 8.12 -1.90